Density functional theory data (the ωB97M-V functional and the def2-TZVPD basis) for a structure of composition C37H38N4ScSi at a distorted geometry.

As for the LUMO energy: -3.76 eV. The value obtained for the HOMO-LUMO gap is 0.2624 Eh. Its charge is +1.

Geometry as XYZ:
```
81
C37H38N4ScSi (the ωB97M-V functional and the def2-TZVPD basis)
Sc 15.25 7.58 14.34
N 16.62 5.84 14.85
C 16.64 5.91 16.32
C 16.06 4.87 17.01
C 16.03 4.84 18.38
C 16.61 5.95 19.04
C 17.01 7.05 18.36
C 17.06 7.06 16.94
C 17.72 8.17 16.15
C 18.92 8.66 16.59
C 19.61 9.60 15.80
C 19.10 9.94 14.52
C 17.92 9.34 14.10
C 17.22 8.46 14.92
H 16.25 4.85 14.66
H 17.52 5.98 14.49
H 15.61 4.10 16.41
H 15.77 3.98 18.93
H 16.64 5.91 20.15
H 17.29 7.94 18.91
H 19.32 8.34 17.54
H 20.54 10.14 16.16
H 19.61 10.71 13.92
H 17.53 9.49 13.06
C 13.52 6.19 14.66
Si 12.06 7.30 14.24
C 12.60 8.96 15.16
N 13.96 9.46 14.77
C 14.58 10.27 15.85
C 14.27 11.71 15.76
C 14.88 12.30 14.48
C 14.82 11.32 13.31
C 13.77 10.28 13.54
C 10.37 6.88 14.88
C 9.71 7.71 15.78
C 8.45 7.39 16.29
C 7.77 6.26 15.76
C 8.43 5.43 14.87
C 9.72 5.75 14.42
C 11.91 7.46 12.40
C 12.58 6.64 11.49
C 12.61 6.92 10.13
C 11.96 7.99 9.56
C 11.22 8.78 10.41
C 11.19 8.49 11.80
H 13.60 5.34 14.00
H 13.47 5.71 15.60
H 12.73 8.55 16.13
H 11.84 9.76 15.17
H 15.66 10.11 15.94
H 14.17 9.88 16.78
H 14.70 12.23 16.62
H 13.17 11.85 15.81
H 15.93 12.59 14.60
H 14.43 13.21 14.12
H 15.83 10.90 13.16
H 14.42 11.72 12.39
H 13.75 9.52 12.72
H 12.76 10.82 13.58
H 10.25 8.65 16.03
H 8.07 8.03 17.08
H 6.75 6.09 16.13
H 7.95 4.42 14.66
H 10.29 5.03 13.82
H 13.15 5.80 11.80
H 13.19 6.35 9.44
H 12.03 8.14 8.44
H 10.61 9.58 10.02
H 10.55 9.11 12.37
N 16.76 6.70 6.74
C 16.48 6.73 7.86
C 16.14 6.87 9.31
C 16.05 8.12 9.90
C 15.77 8.21 11.28
N 15.75 7.11 12.09
C 15.78 5.92 11.53
C 16.02 5.77 10.15
H 16.05 9.01 9.25
H 15.53 9.14 11.79
H 15.67 5.08 12.19
H 16.07 4.74 9.79
```


Density functional theory data (the ωB97M-V functional and the def2-TZVPD basis) for a structure of composition C37H39AsBClF4I2N2O6Sc.

As for the LUMO energy: 0.96 eV. The value obtained for the HOMO-LUMO gap is 0.2148 Eh. The relative energy (zero: lowest compared OMol25 entry of this formula, charge and spin) comes out at 50.5 kcal per mole. Its charge is -1.

Geometry as XYZ:
```
94
C37H39AsBClF4I2N2O6Sc (the ωB97M-V functional and the def2-TZVPD basis)
Sc 0.56 -0.42 -1.93
C 1.85 -3.08 -5.29
C 1.38 -2.73 -3.90
O 1.41 -1.52 -3.61
C 0.94 -3.76 -3.00
C 0.87 -5.11 -3.43
C 0.52 -6.12 -2.58
C 0.25 -5.82 -1.23
C 0.31 -4.53 -0.77
C 0.63 -3.46 -1.64
O 0.64 -2.26 -1.16
H 2.35 -2.21 -5.71
H 0.98 -3.32 -5.90
H 2.53 -3.94 -5.30
H 1.08 -5.34 -4.47
H 0.46 -7.14 -2.94
H 0.00 -6.62 -0.55
H 0.12 -4.28 0.26
O 4.63 -0.47 0.13
Cl 3.44 -1.18 -0.24
O 2.96 -1.98 0.83
O 3.67 -1.98 -1.42
O 2.42 -0.15 -0.58
F -1.51 -1.67 -2.73
B -1.64 -0.98 -3.96
F -0.70 0.13 -3.75
F -1.21 -1.75 -5.02
F -2.90 -0.47 -4.15
C 1.87 4.01 -4.13
C 1.23 4.05 -2.91
C 0.91 2.87 -2.28
N 1.19 1.67 -2.80
C 1.78 1.64 -4.01
C 2.15 2.77 -4.70
H 2.14 4.92 -4.65
H 0.98 4.99 -2.43
H 0.39 2.87 -1.33
H 1.96 0.65 -4.42
H 2.64 2.68 -5.66
I 4.77 -0.34 -3.45
I 5.85 1.26 -5.28
C -6.05 -0.17 3.67
C -4.64 -0.18 3.16
C -4.24 -1.03 2.14
C -2.95 -1.03 1.64
C -2.62 -2.02 0.55
C -1.99 -0.14 2.17
As -0.19 -0.44 1.35
N -0.48 0.45 -0.28
C -1.39 1.50 -0.33
C -1.39 2.56 0.60
C -2.25 3.63 0.48
C -3.15 3.71 -0.57
C -3.19 2.67 -1.48
C -2.34 1.58 -1.36
C 1.09 0.52 2.52
C 1.95 1.58 2.22
C 1.98 2.27 0.88
C 2.86 2.04 3.18
C 2.96 1.46 4.43
C 3.96 1.95 5.45
C 2.14 0.37 4.71
C 1.22 -0.11 3.78
C 0.38 -1.29 4.18
C -2.38 0.73 3.19
C -1.52 1.79 3.84
C -3.69 0.69 3.67
H -6.60 -1.06 3.34
H -6.60 0.70 3.30
H -6.08 -0.14 4.76
H -4.96 -1.72 1.71
H -3.53 -2.55 0.25
H -1.88 -2.75 0.88
H -2.21 -1.53 -0.34
H -0.69 2.52 1.43
H -2.21 4.43 1.23
H -3.83 4.55 -0.66
H -3.90 2.68 -2.30
H -2.42 0.77 -2.07
H 1.27 1.82 0.20
H 2.97 2.17 0.44
H 1.76 3.34 0.99
H 3.51 2.86 2.92
H 4.56 2.76 5.04
H 4.63 1.15 5.76
H 3.45 2.33 6.34
H 2.22 -0.12 5.67
H 0.70 -1.67 5.15
H 0.47 -2.10 3.45
H -0.68 -1.03 4.25
H -0.49 1.79 3.50
H -1.51 1.67 4.92
H -1.94 2.78 3.63
H -3.97 1.37 4.47
```


Density functional theory data (the ωB97M-V functional and the def2-TZVPD basis) for a structure of composition C37H39AsCdO9P2S3.

As for the LUMO energy: 4.24 eV. The value obtained for the HOMO-LUMO gap is 0.2299 Eh. The relative energy (zero: lowest compared OMol25 entry of this formula, charge and spin) comes out at 18.8 kcal per mole. Its charge is -2.

Geometry as XYZ:
```
92
C37H39AsCdO9P2S3 (the ωB97M-V functional and the def2-TZVPD basis)
Cd 1.21 0.39 0.75
S -1.13 3.65 0.65
P -1.80 1.89 -0.01
C -0.91 0.44 0.11
P -1.59 -0.88 0.96
S -1.37 -0.99 2.93
C -3.39 -1.10 0.55
C -4.35 -1.23 1.54
C -5.69 -1.42 1.21
C -6.07 -1.49 -0.12
C -5.12 -1.35 -1.12
C -3.79 -1.16 -0.79
C -1.03 -2.43 0.16
C -0.64 -2.45 -1.17
C -0.31 -3.64 -1.79
C -0.34 -4.83 -1.08
C -0.71 -4.82 0.26
C -1.06 -3.62 0.88
C -2.24 2.18 -1.78
C -2.87 3.36 -2.18
C -3.18 3.58 -3.51
C -2.86 2.62 -4.47
C -2.23 1.46 -4.09
C -1.92 1.24 -2.75
C -3.45 1.72 0.79
C -4.66 1.67 0.11
C -5.87 1.62 0.80
C -5.87 1.61 2.18
C -4.67 1.64 2.88
C -3.47 1.70 2.19
H -4.03 -1.18 2.57
H -6.43 -1.52 1.99
H -7.12 -1.63 -0.38
H -5.41 -1.40 -2.17
H -3.05 -1.06 -1.57
H -0.57 -1.51 -1.70
H 0.01 -3.64 -2.83
H -0.06 -5.76 -1.55
H -0.70 -5.73 0.84
H -1.31 -3.60 1.93
H -3.08 4.12 -1.43
H -3.67 4.50 -3.81
H -3.10 2.80 -5.52
H -1.96 0.71 -4.83
H -1.41 0.34 -2.42
H -4.67 1.65 -0.97
H -6.80 1.57 0.25
H -6.81 1.56 2.72
H -4.66 1.61 3.96
H -2.53 1.72 2.73
C 1.89 3.28 2.48
O 1.98 2.78 1.17
C 2.14 3.78 0.19
C 2.70 3.13 -1.05
O 1.84 2.07 -1.40
C 2.32 1.29 -2.46
C 3.44 0.39 -1.99
O 2.94 -0.57 -1.08
C 2.45 -1.74 -1.70
H 2.84 3.75 2.77
H 1.70 2.44 3.14
H 1.07 4.00 2.56
H 2.85 4.55 0.54
H 1.17 4.25 -0.01
H 3.70 2.76 -0.83
H 2.75 3.86 -1.87
H 2.64 1.91 -3.31
H 1.47 0.69 -2.78
H 4.20 0.95 -1.44
H 3.93 -0.09 -2.85
H 3.27 -2.30 -2.16
H 1.70 -1.51 -2.46
H 1.98 -2.34 -0.92
O 2.43 -2.10 3.64
As 2.68 -2.62 1.97
O 2.62 -4.25 1.91
O 1.63 -1.78 0.99
C 4.55 -2.15 1.63
C 5.33 -3.25 1.28
C 6.68 -3.14 1.01
C 7.30 -1.89 1.11
C 6.55 -0.79 1.47
C 5.18 -0.91 1.72
S 4.40 0.65 2.14
O 5.01 1.08 3.38
O 4.70 1.50 0.99
O 2.95 0.38 2.30
H 2.30 -1.14 3.62
H 4.82 -4.21 1.23
H 7.26 -4.01 0.74
H 8.36 -1.79 0.91
H 7.00 0.19 1.55
```


Density functional theory data (the ωB97M-V functional and the def2-TZVPD basis) for a structure of composition C37H39BrN2PdS3Si.

As for the LUMO energy (spin up / spin down): 4.01 / 3.80 eV. The value obtained for the HOMO-LUMO gap (spin up / spin down) is 0.1457 / 0.2115 Eh. Its multiplicity is 5. The relative energy (zero: lowest compared OMol25 entry of this formula, charge and spin) comes out at 1.9 kcal per mole. Its charge is -2.

Geometry as XYZ:
```
84
C37H39BrN2PdS3Si (the ωB97M-V functional and the def2-TZVPD basis)
Pd -0.35 0.08 2.33
S -4.90 -0.92 2.46
C -3.28 -0.63 2.31
S -2.04 -1.73 2.82
S -2.60 0.81 1.63
Br 2.62 5.52 5.30
C 1.10 4.31 4.80
C 0.69 4.33 3.43
C 0.21 3.19 2.85
N 0.14 1.98 3.45
C 0.59 1.94 4.73
C 1.09 3.02 5.41
H 0.71 5.26 2.86
H -0.17 3.23 1.83
H 0.53 0.97 5.21
H 1.44 2.89 6.43
C 0.02 -0.70 -1.02
H 0.20 -1.77 -1.16
H -0.24 -0.55 0.04
H 0.95 -0.17 -1.24
C 3.59 1.58 2.60
C 3.53 1.18 1.13
C 2.39 1.88 0.38
C 3.51 -0.32 0.93
C 4.53 -0.89 0.19
C 4.62 -2.27 0.00
C 3.68 -3.10 0.59
C 2.63 -2.60 1.34
C 1.66 -3.60 1.94
C 0.38 -3.73 1.11
C 1.34 -3.38 3.42
C 2.49 -1.18 1.49
N 1.41 -0.67 2.11
H 3.66 2.67 2.71
H 4.45 1.13 3.09
H 2.69 1.27 3.13
H 4.47 1.52 0.67
H 1.44 1.62 0.82
H 2.38 1.60 -0.68
H 2.51 2.97 0.45
H 5.29 -0.24 -0.24
H 5.42 -2.69 -0.60
H 3.76 -4.17 0.46
H 2.18 -4.56 1.88
H -0.25 -2.84 1.20
H -0.21 -4.59 1.45
H 0.62 -3.89 0.05
H 0.71 -2.51 3.57
H 2.25 -3.25 4.01
H 0.81 -4.26 3.82
C -2.08 4.48 -1.84
C -2.70 3.74 -2.84
C -2.49 2.37 -2.90
C -1.68 1.71 -1.97
C -1.07 2.48 -0.98
C -1.26 3.85 -0.91
Si -1.41 -0.14 -2.08
C -2.93 -1.17 -1.70
C -4.15 -0.60 -1.32
C -5.23 -1.40 -0.98
C -5.12 -2.78 -1.03
C -3.91 -3.36 -1.40
C -2.83 -2.56 -1.73
C -0.98 -0.43 -3.92
C 0.05 0.32 -4.50
C 0.42 0.15 -5.82
C -0.23 -0.79 -6.61
C -1.26 -1.54 -6.06
C -1.62 -1.36 -4.73
H -2.23 5.56 -1.79
H -3.34 4.23 -3.56
H -2.98 1.80 -3.69
H -0.46 1.99 -0.23
H -0.78 4.42 -0.12
H -4.23 0.48 -1.22
H -6.14 -0.94 -0.63
H -5.95 -3.40 -0.73
H -3.81 -4.44 -1.41
H -1.89 -3.03 -1.99
H 0.56 1.07 -3.90
H 1.22 0.75 -6.24
H 0.06 -0.93 -7.65
H -1.78 -2.28 -6.67
H -2.43 -1.96 -4.32
```


Density functional theory data (the ωB97M-V functional and the def2-TZVPD basis) for a structure of composition C37H39Cl5N2Pd.

As for the LUMO energy: -8.78 eV. The value obtained for the HOMO-LUMO gap is 0.1862 Eh. The relative energy (zero: lowest compared OMol25 entry of this formula, charge and spin) comes out at 0.0 kcal per mole. Its charge is +2.

Geometry as XYZ:
```
84
C37H39Cl5N2Pd (the ωB97M-V functional and the def2-TZVPD basis)
Pd -0.27 1.06 0.94
Cl -2.18 2.60 1.22
C -1.30 2.64 2.75
C -0.14 1.90 2.70
C 0.73 1.94 3.77
Cl 2.32 1.29 3.69
C 0.32 2.62 4.93
Cl 1.34 2.64 6.30
C -0.90 3.31 4.98
Cl -1.39 4.12 6.40
C -1.73 3.34 3.85
Cl -3.20 4.21 3.81
C 2.02 -3.35 -1.76
C 2.38 -2.70 -0.41
C 3.27 -3.64 0.40
C 3.02 -1.33 -0.66
C 4.16 -1.33 -1.45
C 4.72 -0.16 -1.91
C 4.08 1.04 -1.64
C 2.94 1.12 -0.85
C 2.28 2.49 -0.78
C 2.31 3.14 0.60
C 0.91 2.47 -1.47
C 2.48 -0.08 -0.26
N 1.44 -0.12 0.75
C 1.62 -0.93 1.72
C 0.58 -1.36 2.67
C 0.96 -1.62 3.98
C 0.02 -1.96 4.95
C -1.31 -2.10 4.61
C -1.70 -1.98 3.28
C -0.75 -1.65 2.30
N -1.12 -1.56 0.97
C -1.93 -2.39 0.40
C -2.60 -1.88 -0.81
C -3.67 -2.58 -1.29
C -4.04 -3.80 -0.70
C -3.32 -4.39 0.34
C -2.22 -3.76 0.88
C -1.23 -4.59 1.67
C -1.89 -5.36 2.82
C -0.55 -5.57 0.69
C -2.14 -0.60 -1.45
C -3.23 0.13 -2.24
C -0.94 -0.94 -2.36
H 1.51 -4.30 -1.60
H 2.91 -3.55 -2.35
H 1.37 -2.70 -2.35
H 1.43 -2.58 0.12
H 4.18 -3.88 -0.15
H 2.76 -4.59 0.59
H 3.57 -3.22 1.36
H 4.60 -2.27 -1.74
H 5.61 -0.17 -2.51
H 4.47 1.96 -2.07
H 2.89 3.13 -1.41
H 1.78 2.55 1.36
H 1.87 4.13 0.57
H 3.34 3.24 0.94
H 0.24 1.70 -1.05
H 1.02 2.21 -2.52
H 0.41 3.43 -1.39
H 2.61 -1.36 1.88
H 2.00 -1.50 4.26
H 0.34 -2.10 5.97
H -2.05 -2.33 5.36
H -2.74 -2.08 3.00
H -4.23 -2.21 -2.13
H -4.90 -4.33 -1.10
H -3.58 -5.38 0.66
H -0.45 -3.95 2.07
H -2.57 -6.12 2.46
H -2.43 -4.70 3.50
H -1.11 -5.87 3.40
H -1.27 -6.29 0.29
H 0.22 -6.12 1.22
H -0.09 -5.04 -0.15
H -1.80 0.07 -0.66
H -3.52 -0.41 -3.14
H -2.85 1.10 -2.56
H -4.13 0.30 -1.63
H -1.25 -1.61 -3.16
H -0.14 -1.41 -1.80
H -0.56 -0.03 -2.82
```


> Which of these has the highest charge?

C37H39Cl5N2Pd


Copy entry 5 word for word.
Density functional theory data (the ωB97M-V functional and the def2-TZVPD basis) for a structure of composition C37H39Cl5N2Pd.

As for the LUMO energy: -8.78 eV. The value obtained for the HOMO-LUMO gap is 0.1862 Eh. The relative energy (zero: lowest compared OMol25 entry of this formula, charge and spin) comes out at 0.0 kcal per mole. Its charge is +2.

Geometry as XYZ:
```
84
C37H39Cl5N2Pd (the ωB97M-V functional and the def2-TZVPD basis)
Pd -0.27 1.06 0.94
Cl -2.18 2.60 1.22
C -1.30 2.64 2.75
C -0.14 1.90 2.70
C 0.73 1.94 3.77
Cl 2.32 1.29 3.69
C 0.32 2.62 4.93
Cl 1.34 2.64 6.30
C -0.90 3.31 4.98
Cl -1.39 4.12 6.40
C -1.73 3.34 3.85
Cl -3.20 4.21 3.81
C 2.02 -3.35 -1.76
C 2.38 -2.70 -0.41
C 3.27 -3.64 0.40
C 3.02 -1.33 -0.66
C 4.16 -1.33 -1.45
C 4.72 -0.16 -1.91
C 4.08 1.04 -1.64
C 2.94 1.12 -0.85
C 2.28 2.49 -0.78
C 2.31 3.14 0.60
C 0.91 2.47 -1.47
C 2.48 -0.08 -0.26
N 1.44 -0.12 0.75
C 1.62 -0.93 1.72
C 0.58 -1.36 2.67
C 0.96 -1.62 3.98
C 0.02 -1.96 4.95
C -1.31 -2.10 4.61
C -1.70 -1.98 3.28
C -0.75 -1.65 2.30
N -1.12 -1.56 0.97
C -1.93 -2.39 0.40
C -2.60 -1.88 -0.81
C -3.67 -2.58 -1.29
C -4.04 -3.80 -0.70
C -3.32 -4.39 0.34
C -2.22 -3.76 0.88
C -1.23 -4.59 1.67
C -1.89 -5.36 2.82
C -0.55 -5.57 0.69
C -2.14 -0.60 -1.45
C -3.23 0.13 -2.24
C -0.94 -0.94 -2.36
H 1.51 -4.30 -1.60
H 2.91 -3.55 -2.35
H 1.37 -2.70 -2.35
H 1.43 -2.58 0.12
H 4.18 -3.88 -0.15
H 2.76 -4.59 0.59
H 3.57 -3.22 1.36
H 4.60 -2.27 -1.74
H 5.61 -0.17 -2.51
H 4.47 1.96 -2.07
H 2.89 3.13 -1.41
H 1.78 2.55 1.36
H 1.87 4.13 0.57
H 3.34 3.24 0.94
H 0.24 1.70 -1.05
H 1.02 2.21 -2.52
H 0.41 3.43 -1.39
H 2.61 -1.36 1.88
H 2.00 -1.50 4.26
H 0.34 -2.10 5.97
H -2.05 -2.33 5.36
H -2.74 -2.08 3.00
H -4.23 -2.21 -2.13
H -4.90 -4.33 -1.10
H -3.58 -5.38 0.66
H -0.45 -3.95 2.07
H -2.57 -6.12 2.46
H -2.43 -4.70 3.50
H -1.11 -5.87 3.40
H -1.27 -6.29 0.29
H 0.22 -6.12 1.22
H -0.09 -5.04 -0.15
H -1.80 0.07 -0.66
H -3.52 -0.41 -3.14
H -2.85 1.10 -2.56
H -4.13 0.30 -1.63
H -1.25 -1.61 -3.16
H -0.14 -1.41 -1.80
H -0.56 -0.03 -2.82
```


> charge of number 4 (C37H39BrN2PdS3Si)?

-2